# 1
{"formula": "C17H18N2O6S3", "method": "ωB97M-V with the def2-TZVPD basis set", "e_tot_ha": -2414.01240, "spin_multiplicity": 1, "charge": 0, "e_homo_ev": -8.52, "e_lumo_ha": -0.045, "smiles": "CC1=CC(C)(C)NC(=S)N1c1cccc2c(S(=O)(=O)O)cc(S(=O)(=O)O)cc12", "species": ["O", "H", "N", "C", "H", "C", "C", "C", "S", "C", "S", "C", "H", "H", "C", "C", "O", "H", "H", "H", "H", "H", "C", "C", "H", "H", "O", "C", "S", "C", "N", "O", "H", "C", "H", "C", "H", "C", "H", "C", "C", "O", "H", "H", "O", "H"], "xyz": [[2.52590, -4.20250, 1.58898], [1.02487, -3.31275, 3.66278], [-1.04674, -0.09390, -0.60442], [2.58224, 0.79215, -0.35452], [-5.23948, 1.20230, -1.46428], [2.50319, -1.52638, 1.23691], [0.20397, 0.53691, -0.84111], [-1.56879, -0.86880, -1.63461], [-0.66143, -1.59632, -2.80544], [-1.35937, 0.91916, 1.69189], [5.27794, 1.31357, 0.39082], [-4.90882, -1.28121, -0.45535], [5.45055, 2.94112, 1.71044], [1.57107, 3.27314, -2.32257], [-3.90266, -0.28063, -1.05602], [1.45175, 2.35642, -1.70416], [5.77157, 1.63090, -0.93933], [-5.36373, -1.84719, -1.34775], [-5.20056, 0.03637, -2.73306], [-0.34219, 0.53504, 1.81713], [-3.28963, -1.55289, -2.58014], [4.38953, -1.04502, 1.82504], [2.56672, 1.91386, -1.11785], [1.39959, -0.02693, -0.37745], [-4.42480, -2.04735, 0.20676], [3.42150, 2.52547, -1.27514], [6.41399, 0.81005, 1.19872], [3.64184, 0.42159, 0.47591], [2.51890, -2.92654, 2.35924], [0.25425, 1.72876, -1.63753], [-2.95020, -1.16518, -1.67053], [3.26852, -2.66603, 3.56171], [-0.64163, 2.25018, -1.95886], [3.54206, -0.72278, 1.24156], [-1.36220, 1.96578, 1.82219], [-4.57923, 0.55507, -2.01064], [-5.74515, -0.81942, 0.13868], [-3.28828, 0.42604, 0.08364], [-1.94496, 0.31832, 2.37311], [-1.95342, 0.45831, 0.33383], [1.40039, -1.08675, 0.55854], [0.94407, -2.74340, 2.85546], [-3.86900, 1.05695, -2.63727], [-3.86496, 0.76408, 0.93054], [4.87214, 2.78589, 0.97949], [0.51068, -1.70546, 0.48466]], "nbo_charge": [-0.864, 0.496, -0.518, 0.029, 0.223, -0.344, 0.220, 0.295, -0.183, -0.650, 2.249, -0.591, 0.509, 0.224, 0.050, -0.177, -0.899, 0.204, 0.213, 0.224, 0.423, 0.260, -0.214, -0.098, 0.226, 0.240, -0.902, -0.194, 2.283, -0.183, -0.604, -0.888, 0.231, -0.184, 0.233, -0.613, 0.209, -0.253, 0.237, 0.219, -0.082, -0.870, 0.218, 0.222, -0.879, 0.250]}


# 2
{"formula": "C23H14N6O2PrS4", "method": "ωB97M-V with the def2-TZVPD basis set", "e_tot_ha": -3473.45764, "spin_multiplicity": 3, "charge": 1, "e_homo_ev": [-9.36, -9.36], "e_lumo_ha": [-0.168, -0.168], "de_lowest_kj_mol": 0.0, "species": ["H", "H", "H", "H", "N", "N", "C", "H", "C", "N", "S", "C", "C", "N", "C", "C", "H", "C", "C", "H", "C", "C", "C", "H", "C", "C", "S", "H", "C", "N", "S", "C", "O", "C", "C", "O", "H", "H", "H", "H", "C", "H", "C", "C", "S", "C", "C", "Pr", "C", "N"], "xyz": [[1.90928, -2.73301, -3.08779], [3.99402, -4.44184, 0.26811], [0.22192, 5.89464, 0.98406], [1.45144, 5.10981, 2.94516], [-1.19063, 3.97603, -0.75684], [-2.12031, 1.20419, -3.04633], [1.17895, -2.44932, 0.07971], [0.66126, 1.07237, 1.97450], [0.21540, -1.95856, 2.37428], [-1.03353, -1.47414, 0.30965], [-1.39376, -1.43611, -6.18844], [-1.36235, 2.70267, -1.23375], [0.16854, -1.93616, 0.94524], [1.14264, -2.28619, -1.24959], [0.99037, 3.08465, 2.65475], [3.21381, -3.82098, -0.14482], [-3.00473, -1.09401, 2.96947], [-0.21957, 2.50398, 0.63890], [-0.92096, -1.68511, 3.11058], [-3.12744, 4.44334, -2.79246], [0.09867, 4.85655, 1.28232], [0.43762, 2.10669, 1.79511], [-2.11382, -1.30958, 1.08308], [-3.04119, 0.27475, -4.67243], [2.04565, -2.94550, -2.02193], [-2.10414, -1.41143, 2.47014], [-1.90326, -2.24284, -3.48665], [1.64743, 2.78691, 3.49149], [3.07411, -3.71934, -1.52068], [-0.70621, 1.78996, -0.46221], [0.75949, -0.86103, -4.32328], [-0.49784, 3.87920, 0.45111], [1.11238, -1.46145, 4.96412], [1.51954, -2.30315, 2.82383], [-2.18448, 2.46456, -2.41132], [3.10888, -2.29737, 4.45086], [-3.01260, -1.00728, 0.57156], [3.36378, -3.46944, 2.56391], [3.77792, -4.23684, -2.21639], [-1.63970, 4.81651, -1.12710], [2.28734, -3.13179, 0.69438], [-0.88189, -1.72322, 4.22272], [0.85054, 4.41955, 2.37337], [-2.98717, 1.12220, -4.04140], [-3.84855, 2.57750, -4.37306], [-3.02370, 3.37677, -3.05464], [2.46900, -2.98418, 2.10658], [-0.46263, -0.45285, -1.89264], [-0.81974, -1.56296, -4.65947], [1.90021, -2.02714, 4.16423]], "nbo_charge": [0.264, 0.243, 0.236, 0.234, -0.519, -0.508, 0.238, 0.213, -0.079, -0.509, -0.049, 0.409, 0.159, -0.520, -0.194, -0.085, 0.249, 0.075, -0.100, 0.256, -0.242, -0.207, 0.111, 0.279, 0.122, -0.225, -0.147, 0.235, -0.240, -0.555, -0.202, 0.182, -0.365, 0.031, 0.043, -0.360, 0.218, 0.284, 0.260, 0.436, -0.099, 0.282, -0.195, -0.058, 0.538, -0.385, -0.080, 1.370, -0.532, 0.489]}


# 3
{"formula": "C4H7NO2", "method": "ωB97M-V with the def2-TZVPD basis set", "e_tot_ha": -361.83051, "spin_multiplicity": 1, "charge": 0, "e_homo_ev": -9.92, "e_lumo_ha": 0.029, "de_lowest_kj_mol": 132.2, "smiles": "NC(=O)C[C@H]1CO1", "species": ["H", "N", "C", "H", "H", "C", "C", "H", "H", "H", "O", "C", "O", "H"], "xyz": [[-1.91224, -0.72661, 0.14861], [1.59866, 0.96647, 1.20405], [-1.03119, -0.59581, -0.47477], [2.29463, 0.80470, 0.49831], [0.26301, -1.82718, 0.70821], [0.48114, 0.20245, 1.31140], [0.28008, -0.84402, 0.22977], [-2.03605, 0.82818, -1.84361], [1.08472, -0.85673, -0.51019], [-0.19432, 0.80262, -1.96365], [-1.13853, -1.10608, -1.79061], [-1.10554, 0.30702, -1.62129], [-0.33722, 0.36943, 2.20014], [1.75286, 1.67558, 1.90364]], "nbo_charge": [0.202, -0.820, 0.066, 0.395, 0.243, 0.675, -0.524, 0.189, 0.212, 0.175, -0.487, -0.116, -0.617, 0.406]}


# 4
{"formula": "C3H10O5", "method": "ωB97M-V with the def2-TZVPD basis set", "e_tot_ha": -496.48928, "spin_multiplicity": 1, "charge": 0, "e_homo_ev": -10.53, "e_lumo_ha": 0.016, "de_lowest_kj_mol": 69.3, "smiles": "O=C(O)CCO.O.O", "species": ["H", "H", "C", "H", "O", "O", "H", "O", "C", "O", "H", "H", "H", "O", "C", "H", "H", "H"], "xyz": [[0.09030, -0.20693, -0.15238], [0.08882, 3.87619, -1.34185], [0.25900, -1.29754, -0.12459], [-2.70902, 3.05871, 0.07403], [-1.80066, -2.49300, 0.28808], [-2.69358, 2.69637, -0.80792], [-1.36832, -1.73995, 2.57573], [2.63748, -0.72083, -0.36116], [1.71209, -1.61078, 0.16437], [0.32089, 3.12288, -0.79966], [2.58010, -0.63913, -1.31799], [0.00821, -1.36075, -1.18408], [0.79471, 3.37451, -0.00522], [-0.59881, -1.72337, 2.00312], [-0.81899, -1.92932, 0.67956], [1.90206, -2.64180, -0.05851], [1.81898, -1.62923, 1.24790], [-2.22325, 1.86397, -0.87942]], "nbo_charge": [0.250, 0.482, -0.562, 0.475, -0.565, -0.956, 0.503, -0.702, -0.053, -0.958, 0.471, 0.226, 0.476, -0.717, 0.797, 0.160, 0.190, 0.481]}


# 5
{"formula": "C39H37BaN4O6PSi", "method": "ωB97M-V with the def2-TZVPD basis set", "e_tot_ha": -2835.30177, "spin_multiplicity": 1, "charge": 0, "e_homo_ev": -5.48, "e_lumo_ha": 0.007, "de_lowest_kj_mol": 73.7, "species": ["C", "H", "H", "H", "C", "C", "C", "H", "C", "C", "H", "Ba", "C", "H", "H", "H", "H", "H", "C", "H", "C", "H", "C", "H", "C", "O", "C", "N", "H", "C", "H", "H", "C", "H", "H", "H", "H", "H", "C", "H", "O", "C", "C", "C", "C", "C", "C", "H", "C", "C", "C", "O", "C", "H", "H", "H", "C", "H", "O", "C", "C", "H", "C", "N", "H", "H", "O", "P", "H", "O", "C", "C", "C", "C", "N", "H", "H", "C", "H", "H", "H", "H", "C", "C", "C", "Si", "N", "C", "C"], "xyz": [[-2.99646, -0.26108, -0.97320], [0.28563, -0.73355, -7.92198], [-2.23117, 4.36848, -2.11454], [1.52966, 1.09612, -2.45854], [5.22987, 0.19784, 2.75802], [2.96474, -0.25061, 3.18919], [1.87499, 5.01655, 1.20456], [-2.25892, -4.55234, 6.04613], [-1.29874, -0.22040, -4.94142], [-0.42032, 3.50722, 1.34034], [2.87530, -1.32059, -1.29397], [-0.13806, 0.25294, 2.36904], [-4.83797, -1.34538, -2.79822], [1.74126, -3.54186, -1.92049], [-4.78598, -0.05254, 0.30870], [0.12336, -3.49314, -1.32685], [-3.25053, -1.52605, -4.23061], [1.96743, 3.51492, -2.02488], [3.47313, 1.71742, 2.10281], [2.98253, -3.50622, 2.00162], [0.67719, 5.60241, 1.05053], [-1.69880, -4.98192, 3.80818], [-0.50575, 4.86166, 1.11153], [1.21872, -4.87192, -0.91480], [-1.64484, 2.40765, -2.76079], [-0.80843, 0.02113, -0.19198], [4.83120, 1.37167, 2.14819], [-0.47093, -1.81807, 4.06819], [-1.48596, 5.31463, 0.86364], [-0.48908, -0.25733, 5.84728], [0.27392, 5.01895, -1.78917], [4.27600, -2.92154, 0.86964], [-2.65901, -0.58951, -2.26934], [2.70228, 5.65645, 0.86781], [-1.59479, 0.84628, -8.70049], [-5.50943, -1.81309, -3.49554], [-1.74786, -2.44475, 7.18334], [-0.32636, -0.69331, 7.63622], [-1.39123, 3.69171, -2.29351], [-0.68074, -4.65634, 0.92803], [-0.10714, -4.66650, 1.72461], [-2.44926, 0.89630, -6.78125], [2.22863, -1.09129, -0.47790], [-4.34904, -0.43007, -0.63232], [-0.66928, -3.08670, 3.46992], [1.15924, -3.78986, -1.07266], [-2.01514, 0.20336, 0.06032], [5.62635, 2.01648, 1.81905], [-5.25339, -0.97707, -1.51581], [3.30816, -3.44511, 0.99625], [-0.66267, 1.42300, -2.87174], [-0.22967, 0.56758, 5.03404], [-0.86296, -1.69243, 5.36776], [6.22953, -0.09425, 2.75845], [-6.28713, -1.05574, -1.17462], [2.15495, -0.90248, 3.48446], [4.27276, -0.68729, 3.30655], [4.52894, -1.73110, 3.62303], [-0.41755, 0.07048, 7.11271], [-3.53609, -1.26571, -3.17631], [1.89205, 3.60633, 1.39325], [-2.72549, 2.11607, -2.81879], [-2.32154, 0.54078, -5.43747], [3.12620, 2.92545, 1.46639], [2.83870, -0.50052, 0.22313], [-3.21809, 1.58922, -7.05230], [-2.44477, 0.52728, 1.20378], [-0.99317, -0.35960, -3.08206], [0.35222, -1.51866, -5.56626], [0.60467, -2.46307, 1.54051], [-1.79545, -3.75768, 5.54216], [-1.48255, -2.55831, 6.16462], [-1.41432, -4.03726, 4.23383], [0.95452, 3.10640, -2.16011], [2.56901, 0.99994, 2.71235], [-3.05153, 0.94484, -4.72431], [0.72861, 6.66726, 0.89230], [0.66948, 1.81078, -2.52356], [3.88652, 3.44345, 1.08329], [1.37051, -0.52417, -0.86839], [-1.33294, 2.90420, 1.39027], [3.40876, -4.51774, 0.77768], [-1.51763, 0.49884, -7.65306], [-0.05010, 4.02581, -2.02991], [-0.10827, -3.37312, 2.27355], [1.74301, -2.73782, 0.32563], [0.75851, 2.91938, 1.45397], [-0.42655, -0.78361, -5.88013], [-0.48543, -0.36859, -7.21756]], "mulliken_charge": [-0.156, 0.342, 0.396, 0.148, -0.550, 0.050, -0.851, 0.457, 0.072, -0.171, 0.601, 1.946, -0.640, 0.439, 0.353, 0.203, 0.534, 0.385, 0.563, 0.218, -0.293, 0.438, -0.857, 0.356, 0.295, -0.622, -0.709, 0.179, 0.376, 0.475, 0.543, 0.334, 0.842, 0.301, 0.337, 0.444, 0.337, 0.303, -1.031, 0.330, -0.627, -0.988, -0.212, -0.680, 0.350, -1.303, 1.429, 0.389, -0.754, -1.085, 0.468, -0.477, 0.557, 0.462, 0.389, 0.403, -0.924, 0.419, -0.471, -0.772, 0.140, 0.120, 0.289, 0.007, 0.079, 0.402, -1.123, 0.349, 0.328, 0.038, -0.559, -1.172, -1.287, -0.766, -0.108, 0.229, 0.387, -0.252, 0.220, -0.555, 0.333, 0.405, -0.330, -0.334, -0.419, 0.846, 0.564, -0.624, -0.499]}